# 1
Computed, not measured: a molecular structure, C31H28CoN7O4S3, with ωB97M-V/def2-TZVPD.

```
74
Properties=species:S:1:pos:R:3:lowdin_spin:R:1
H 5.615 5.938 -6.168 0.0000
H -1.642 0.471 6.505 0.0001
C 1.784 4.886 -5.719 0.0000
H -0.649 2.720 -3.259 0.0000
C -1.514 -2.602 4.015 0.0120
N 0.034 2.062 -2.931 0.0000
H -4.700 -6.344 -1.090 0.0006
C 5.042 5.738 -7.077 0.0000
C 3.936 3.887 -5.280 0.0000
H 2.914 3.190 5.550 0.0000
N -1.740 -1.520 3.228 0.0485
H 5.004 3.830 -5.434 0.0000
C 1.138 1.851 4.213 0.0000
C 0.144 -1.180 -0.384 0.0031
C -0.853 0.850 5.870 0.0006
C 3.163 4.836 -5.942 0.0000
C 1.367 2.068 -3.259 0.0002
H -1.964 -4.906 -1.813 0.0000
H 0.123 4.063 -4.708 0.0000
H 5.356 4.786 -7.510 0.0000
C 1.253 2.000 5.604 0.0005
H -4.576 -6.212 0.680 0.0000
N 2.020 1.104 -2.650 0.0001
C -1.334 0.547 -1.391 0.0009
C -1.229 -4.509 5.473 0.0026
S -3.765 -4.283 -0.383 0.0074
C -0.933 -4.748 4.178 0.0052
H -0.584 -5.687 3.777 0.0001
O -3.262 -0.384 4.848 0.0047
H -1.169 -5.189 6.305 0.0006
O 3.647 5.744 -6.813 0.0000
H 1.399 -3.614 1.399 0.0008
O -2.747 0.606 2.614 -0.0003
N -1.067 -3.659 3.349 0.0334
H -3.478 -4.569 -2.723 0.0000
S -1.783 -2.878 5.683 0.0042
H 5.212 6.536 -7.793 0.0000
C 0.241 1.490 6.422 -0.0001
C -3.645 0.538 -0.750 0.0019
H 1.913 2.247 3.568 0.0000
H -4.643 0.950 -0.775 0.0003
N 2.362 2.602 6.150 0.0004
H -0.044 1.117 2.593 0.0000
C -3.377 -0.575 0.055 0.0009
N -2.178 -1.118 0.130 0.0336
C 1.195 3.996 -4.850 0.0000
H -2.521 -3.223 -2.059 0.0000
H -4.151 -1.016 0.670 0.0003
C 1.391 -2.792 0.693 0.0067
C -4.062 -6.037 -0.262 0.0034
C 1.271 -0.678 -1.041 0.0004
H 0.313 1.602 7.496 0.0000
H -3.108 -6.561 -0.282 0.0000
H 3.390 -0.920 -1.300 0.0001
C 1.959 3.037 -4.180 0.0000
C 1.081 0.449 -1.904 0.0005
C -2.623 1.096 -1.476 -0.0025
O -2.741 -4.026 0.705 0.0408
C 0.046 1.214 3.669 0.0006
H 3.499 -2.856 0.290 0.0002
C 2.507 -1.297 -0.801 0.0012
C -0.955 0.709 4.493 0.0009
C -0.164 1.021 -2.058 -0.0001
H 2.297 2.924 7.100 0.0000
C -2.832 -4.255 -1.903 0.0010
H 1.201 5.631 -6.243 0.0000
Co -1.526 -2.641 1.521 2.7401
C -1.162 -0.571 -0.561 0.0015
H -2.808 1.963 -2.097 -0.0002
C 2.566 -2.358 0.071 0.0014
H 3.927 2.258 -3.894 0.0000
C 3.329 2.998 -4.408 0.0000
S -2.328 -0.120 3.785 0.0055
N 0.218 -2.227 0.465 0.0357
```

- Charge: +1
- Spin multiplicity: 4
- ⟨S²⟩: 3.757
- HOMO level (spin up / spin down): -0.3617 / -0.3620 hartree
- Kohn-Sham gap (spin up / spin down): 0.255 / 0.255 Eh


# 2
Computed, not measured: a molecular structure, C3H4LiMnO3 in a non-equilibrium geometry, with ωB97M-V/def2-TZVPD.

```
12
Properties=species:S:1:pos:R:3:lowdin_spin:R:1
H -1.221 1.444 0.325 0.0002
Li -3.659 -0.706 1.307 0.0004
O 2.603 -0.695 -0.676 0.2065
C -1.251 0.333 0.316 0.0009
C 0.088 -0.266 -0.044 0.0081
O 1.023 0.800 -0.237 0.0252
O -1.901 -0.222 1.289 0.0003
H 0.423 -0.937 0.762 0.0011
H -2.654 0.225 -0.517 0.0009
H -0.003 -0.867 -0.962 0.0011
Mn 4.264 0.377 -1.019 5.6031
C 2.287 0.514 -0.544 0.1521
```

- Charge: 0
- Spin multiplicity: 7
- ⟨S²⟩: 12.003
- HOMO level (spin up / spin down): -0.2449 / -0.2656 hartree
- Kohn-Sham gap (spin up / spin down): 0.215 / 0.236 Eh


# 3
Computed, not measured: a molecular structure, C28H27BIrN6 in a non-equilibrium geometry, with ωB97M-V/def2-TZVPD.

```
63
Properties=species:S:1:pos:R:3:lowdin_spin:R:1
H 2.404 -4.228 1.494 0.0007
C 3.282 -0.582 -0.441 0.0023
C 2.272 0.201 -1.198 0.0169
C 0.410 3.462 -0.621 0.0010
Ir -0.375 -0.296 -0.417 0.3609
H -4.345 4.106 -0.690 -0.0006
C -3.609 3.318 -0.623 -0.0023
C 2.012 -4.523 -0.601 -0.0026
H -2.102 0.908 -2.431 0.0012
C -0.167 0.719 3.608 -0.0010
C -0.397 1.453 4.758 -0.0063
H 0.070 1.541 6.844 -0.0001
C 0.222 1.001 5.920 -0.0029
H 1.873 -1.757 4.767 -0.0003
H 0.095 3.288 0.406 0.0000
H -4.484 -2.520 0.044 -0.0012
C -3.283 2.539 -1.736 0.0273
C 1.029 -0.135 5.923 -0.0018
H 0.222 -2.331 -2.426 0.0012
H 4.193 0.018 -0.362 0.0011
C 1.254 -0.871 4.764 -0.0071
H -3.205 3.610 1.469 0.0007
C 2.090 0.037 -2.554 0.0021
H -1.029 2.328 4.756 -0.0003
H 2.525 -5.473 -0.662 -0.0007
C 0.737 -2.770 -1.583 0.0061
N 0.690 -2.078 -0.419 0.0196
C 1.282 -2.618 0.665 -0.0030
C -0.672 0.919 2.250 -0.0080
H 3.542 -1.508 -0.952 0.0001
B -3.968 -2.972 -0.955 -0.0009
H 2.967 -0.794 0.578 0.0000
C -2.984 3.055 0.571 0.0256
C 0.641 -0.417 3.611 -0.0005
N 1.252 -2.038 1.906 0.0977
C -2.036 2.027 0.651 -0.0031
H -3.752 2.682 -2.698 0.0012
H -4.554 -2.558 -1.931 -0.0004
H -0.389 3.950 -1.176 0.0001
C 0.861 2.215 -1.291 0.0086
C 0.916 0.601 -4.703 0.0000
C 0.666 -0.963 2.254 -0.0086
H 1.374 -4.462 -2.677 0.0013
N -1.717 1.288 -0.427 0.0173
N -1.823 -1.345 -1.072 0.0147
C -2.354 1.545 -1.594 0.0060
H 1.709 1.387 0.511 -0.0005
H 1.251 4.159 -0.574 0.0005
N -0.086 -0.090 1.440 0.2578
C 1.954 -3.844 0.591 0.0271
C -2.750 -2.067 -0.997 0.0011
H 2.543 -0.794 -3.080 0.0000
H -3.686 -4.122 -0.989 -0.0001
H 1.588 1.166 -5.355 0.0000
C 1.514 1.204 -0.538 0.0344
H -0.101 0.909 -4.944 0.0000
C 1.233 0.877 -3.278 0.0009
C 1.383 -3.968 -1.717 0.0290
N -1.493 1.820 1.894 0.0883
H 1.487 -0.453 6.849 0.0000
H 1.038 -0.453 -4.941 0.0000
H 0.084 2.681 -3.233 0.0000
C 0.695 2.013 -2.640 -0.0004
```

- Charge: +2
- Spin multiplicity: 2
- ⟨S²⟩: 0.774
- HOMO level (spin up / spin down): -0.5465 / -0.5397 hartree
- Kohn-Sham gap (spin up / spin down): 0.239 / 0.188 Eh


no.,E_tot (eV)
1,-121352.3784
2,-40838.2838
3,-41914.3984